A molecular structure, C40H63BN9O8Pb at a distorted geometry, computed with ωB97M-V/def2-TZVPD.

Element x y z (Å)
1 Pb -6.0297 1.8037 -1.0227
2 O 0.8939 -2.7025 -0.2024
3 C 0.4043 -1.6648 -0.5237
4 O -0.3797 -0.9061 0.2318
5 B -0.6673 0.3762 -0.4265
6 O 0.0416 0.2919 -1.7207
7 C 0.7043 -0.8456 -1.8116
8 O 1.4961 -1.1857 -2.6379
9 O -0.1708 1.5537 0.3066
10 C -1.1662 2.3862 0.5127
11 O -1.1807 3.4641 1.0223
12 C -2.4352 1.7684 -0.1254
13 O -2.1257 0.5861 -0.6047
14 O -3.5252 2.2882 -0.1060
15 C -2.7797 -3.1526 -1.4154
16 C -3.4428 -3.4941 -0.0772
17 C -3.5218 -2.2923 0.9018
18 C -4.3870 -1.1834 0.4891
19 N -5.0764 -0.3253 0.1695
20 H -2.7693 -4.0042 -2.0949
21 H -1.7832 -2.7167 -1.3617
22 H -3.4227 -2.4254 -1.9241
23 H -2.8816 -4.2551 0.4642
24 H -4.4374 -3.8983 -0.2631
25 H -2.5375 -1.8179 0.9663
26 H -3.7659 -2.6220 1.9100
27 C -1.8881 1.5687 -5.3676
28 C -1.2421 0.5982 -4.3692
29 C -2.1970 -0.3758 -3.6771
30 C -3.3459 0.2470 -3.0416
31 N -4.2411 0.7507 -2.5340
32 H -2.3362 0.9976 -6.1803
33 H -1.1266 2.2739 -5.6982
34 H -2.6496 2.2207 -4.9313
35 H -0.6903 1.2205 -3.6629
36 H -0.5171 -0.0251 -4.8903
37 H -1.6136 -0.8919 -2.9147
38 H -2.6361 -1.0673 -4.3989
39 C 0.3226 1.7935 5.0470
40 C 0.7764 1.2963 3.6805
41 C 0.2362 -0.0958 3.3201
42 C -1.2101 -0.2348 3.3314
43 N -2.3553 -0.3250 3.3421
44 H 0.7808 2.7677 5.2179
45 H 0.7823 1.1420 5.7957
46 H -0.7556 1.8049 5.1876
47 H 1.8569 1.2925 3.5383
48 H 0.4421 2.0159 2.9263
49 H 0.6223 -0.7974 4.0628
50 H 0.6399 -0.3623 2.3447
51 C 6.1993 -4.4174 -2.8390
52 C 4.7016 -4.5070 -2.5375
53 C 4.1688 -3.5849 -1.4506
54 C 5.0497 -3.4607 -0.2795
55 N 5.7176 -3.3844 0.6509
56 H 6.7829 -4.6800 -1.9568
57 H 6.4780 -3.4355 -3.2179
58 H 6.3858 -5.1956 -3.5792
59 H 4.4740 -5.5428 -2.2656
60 H 4.1534 -4.3981 -3.4762
61 H 3.1898 -3.9020 -1.0911
62 H 4.0666 -2.5885 -1.8888
63 C -4.8021 8.0737 0.7473
64 C -3.5911 7.2218 1.1220
65 C -3.2845 6.0841 0.1532
66 C -4.4070 5.1899 -0.1292
67 N -5.2836 4.4828 -0.3475
68 H -5.7075 7.4599 0.7183
69 H -4.7451 8.4732 -0.2681
70 H -4.9708 8.8956 1.4390
71 H -3.7778 6.8471 2.1305
72 H -2.7527 7.9099 1.2331
73 H -2.4152 5.5304 0.5153
74 H -2.9378 6.4315 -0.8247
75 C 6.5631 -0.1443 -1.6359
76 C 5.8880 0.6013 -2.8023
77 C 4.4671 0.0721 -3.0457
78 C 4.4126 -1.3357 -3.5062
79 N 4.3858 -2.4501 -3.7816
80 H 7.2650 0.5552 -1.1733
81 H 7.0496 -1.0759 -1.9095
82 H 5.9174 -0.2881 -0.7650
83 H 6.4430 0.5553 -3.7398
84 H 5.8385 1.6704 -2.5948
85 H 3.9327 0.6501 -3.8021
86 H 3.8642 0.1066 -2.1375
87 C 0.4342 5.3848 3.3973
88 C -0.5852 6.4930 3.1662
89 C -1.2634 7.0173 4.4456
90 C -1.8376 8.3615 4.2652
91 N -2.3145 9.3971 4.1305
92 H 0.8900 5.4933 4.3848
93 H 1.2125 5.2452 2.6493
94 H -0.0328 4.3964 3.4485
95 H -1.2917 6.1451 2.4143
96 H -0.0198 7.3315 2.7544
97 H -0.5340 7.1277 5.2484
98 H -2.0996 6.3903 4.7567
99 C -0.0166 -5.7180 -2.2386
100 C 1.0228 -4.6331 -1.9646
101 C 1.5655 -3.9807 -3.2282
102 C 0.5338 -3.2277 -3.9807
103 N -0.2699 -2.6424 -4.5581
104 H 0.4168 -6.5830 -2.7502
105 H -0.7828 -5.3471 -2.9217
106 H -0.3807 -6.1878 -1.3246
107 H 1.8808 -5.1447 -1.5214
108 H 0.6732 -3.8739 -1.2653
109 H 2.0215 -4.6903 -3.9173
110 H 2.2965 -3.2255 -2.9407
111 C -0.2134 -3.9396 2.4416
112 C 0.0430 -4.4897 3.8452
113 C -0.4774 -3.6124 4.9919
114 C -0.3108 -4.2788 6.2825
115 N -0.1752 -4.8238 7.2827
116 H 0.2886 -4.5322 1.6831
117 H 0.1690 -2.9183 2.4513
118 H -1.2923 -3.9341 2.2741
119 H 1.0985 -4.7044 4.0172
120 H -0.4751 -5.4494 3.9136
121 H -1.5601 -3.4924 4.8876
122 H -0.0427 -2.6150 5.0309

Its total charge is +1. Its HOMO energy is -12.19 eV.


8 unconnected molecules or ions with the total composition C40H63ClN8O at a distorted geometry, computed with ωB97M-V/def2-TZVPD.

Element x y z (Å)
1 C -0.4867 -0.8663 2.1017
2 C -0.2344 -1.7027 0.6914
3 C -1.4944 -1.8081 -0.4030
4 C -1.3026 -2.6601 -1.8162
5 C 0.1434 -3.3985 -2.1018
6 C 1.4059 -3.2692 -1.0265
7 C 1.2342 -2.4205 0.3842
8 C 2.4666 -2.2424 1.5003
9 C 3.1915 -0.8117 1.1596
10 Cl 5.0352 -1.0318 1.3062
11 C 3.0478 -0.1934 -0.3840
12 C 1.8542 0.9647 -0.3884
13 C 1.9383 1.3634 1.2334
14 O 1.2188 2.3626 1.7711
15 N 2.8836 0.4181 1.9856
16 H 0.5312 -0.5956 2.6524
17 H -1.1068 -1.5460 2.8479
18 H -1.0250 0.1746 1.9022
19 H -2.4958 -1.2517 -0.1079
20 H -2.2373 -2.7160 -2.5567
21 H 0.3098 -4.0418 -3.0877
22 H 2.4076 -3.7992 -1.3272
23 H 2.0486 -2.3425 2.5888
24 H 3.1691 -3.1908 1.3324
25 H 3.1022 -0.9492 -1.2769
26 H 4.0101 0.4863 -0.4364
27 H 2.0551 1.9497 -1.0217
28 H 0.8228 0.5225 -0.7811
29 H 2.6483 0.2900 2.9944
30 C 5.1615 -6.4968 1.2232
31 C 3.6446 -6.6552 1.1990
32 C 3.1257 -7.2120 -0.1282
33 C 3.4945 -6.2674 -1.2606
34 N 3.8003 -5.4838 -2.1999
35 H 5.5052 -5.7803 0.4704
36 H 5.4891 -6.1241 2.1989
37 H 5.6592 -7.4559 1.0396
38 H 3.1830 -5.6806 1.3995
39 H 3.3445 -7.3268 2.0108
40 H 2.0365 -7.3197 -0.0902
41 H 3.5577 -8.1988 -0.3268
42 C 6.4891 1.5206 -3.0472
43 C 6.5273 3.0454 -3.0676
44 C 5.6171 3.6775 -2.0129
45 C 4.1762 3.2632 -2.2632
46 N 2.9809 2.9196 -2.4710
47 H 5.4902 1.1381 -3.2800
48 H 7.1750 1.1133 -3.7967
49 H 6.7868 1.1337 -2.0660
50 H 6.2374 3.3940 -4.0665
51 H 7.5573 3.3773 -2.8970
52 H 5.6904 4.7692 -2.0590
53 H 5.9141 3.3594 -1.0076
54 C 0.0674 5.1554 -1.3229
55 C -0.2017 4.7328 -2.7636
56 C -1.0203 5.7638 -3.5431
57 C -2.3715 5.9583 -2.8747
58 N -3.4924 6.1195 -2.3202
59 H -0.8607 5.2593 -0.7520
60 H 0.6785 4.4032 -0.8141
61 H 0.6031 6.1110 -1.2878
62 H -0.7252 3.7689 -2.7585
63 H 0.7557 4.5766 -3.2728
64 H -1.1741 5.4213 -4.5718
65 H -0.4948 6.7242 -3.5800
66 C 0.4013 -10.3305 0.6681
67 C 0.8069 -11.6332 1.3504
68 C 2.2255 -11.5891 1.9216
69 C 3.2227 -11.3422 0.8013
70 N 4.0498 -11.1375 -0.1281
71 H 1.0389 -10.1102 -0.1939
72 H -0.6277 -10.3981 0.3013
73 H 0.4604 -9.4873 1.3657
74 H 0.7222 -12.4536 0.6271
75 H 0.1008 -11.8445 2.1610
76 H 2.4629 -12.5395 2.4112
77 H 2.3157 -10.7914 2.6668
78 C -5.4910 -1.9913 -5.1992
79 C -6.6582 -1.5971 -4.2997
80 C -6.2162 -0.8211 -3.0574
81 C -5.2787 -1.6785 -2.2230
82 N -4.5011 -2.3899 -1.5307
83 H -4.7952 -2.6636 -4.6873
84 H -5.8562 -2.5175 -6.0868
85 H -4.9353 -1.1069 -5.5312
86 H -7.1967 -2.5044 -3.9997
87 H -7.3586 -0.9823 -4.8755
88 H -7.0888 -0.5503 -2.4537
89 H -5.7014 0.1024 -3.3435
90 C -5.7020 5.9282 0.6675
91 C -4.6326 6.0150 1.7518
92 C -4.8013 4.9532 2.8403
93 C -6.1470 5.1288 3.5248
94 N -7.2633 5.2746 4.0927
95 H -6.7035 6.1050 1.0724
96 H -5.5251 6.6860 -0.1022
97 H -5.6933 4.9438 0.1857
98 H -4.6628 7.0156 2.2003
99 H -3.6466 5.8994 1.2885
100 H -4.0040 5.0486 3.5849
101 H -4.7447 3.9478 2.4092
102 C -3.5690 9.0393 4.4380
103 C -2.4526 8.7606 5.4394
104 C -1.1695 8.2573 4.7752
105 C -1.4476 6.9551 4.0420
106 N -1.6783 5.8748 3.4340
107 H -3.8714 8.1313 3.9067
108 H -4.4548 9.4233 4.9537
109 H -3.2552 9.7841 3.6977
110 H -2.8074 8.0232 6.1698
111 H -2.2327 9.6809 5.9916
112 H -0.3971 8.0858 5.5322
113 H -0.7888 8.9976 4.0632

Its SMILES is Cc1ccccc1C[C@@]1(Cl)CCC(=O)N1.CCCC#N.CCCC#N.CCCC#N.CCCC#N.CCCC#N.CCCC#N.CCCC#N. Its HOMO energy is -7.99 eV.


Number 1: DFT total energy -78213.363 eV, HOMO-LUMO gap 0.26084 Ha. Number 2: DFT total energy -68975.840 eV, HOMO-LUMO gap 0.31100 Ha.